<w>
One molecule with the formula C2H4O2. Source: OMol25; level of theory: ωB97M-V/def2-TZVPD.

The SMILES is O=CCO. The calculation puts the gap between HOMO and LUMO at 11.1 eV. The HOMO energy is -10.18 eV. As for the LUMO energy: 0.9 eV.

Element x y z (Å)
O (-1.31, -0.21, -0.07)
C (-0.31, -0.82, -0.15)
C (1.01, -0.15, 0.04)
O (0.49, 1.17, 0.04)
H (-0.40, -1.97, -0.25)
H (1.24, -0.50, 1.15)
H (2.05, -0.48, -0.51)
H (-0.47, 1.11, 0.56)

<x>
One molecule with the formula C2H4O2. Source: OMol25; level of theory: ωB97M-V/def2-TZVPD.

The SMILES is CC(=O)O. The calculation puts the gap between HOMO and LUMO at 11.4 eV. The HOMO energy is -10.61 eV. As for the LUMO energy: 0.8 eV.

Element x y z (Å)
C (1.01, -0.11, 0.00)
C (-0.52, -0.20, 0.05)
O (-1.26, -1.17, 0.01)
O (-1.05, 1.03, 0.06)
H (1.27, 0.87, -0.18)
H (1.45, -0.74, -0.65)
H (1.08, -0.45, 1.00)
H (-1.98, 0.78, -0.29)

<y>
A 2-piece molecular cluster, C2H4O2 overall. Source: OMol25; level of theory: ωB97M-V/def2-TZVPD.

The SMILES is C#C.OO. The calculation puts the gap between HOMO and LUMO at 11.1 eV. The HOMO energy is -10.21 eV. As for the LUMO energy: 0.9 eV.

Element x y z (Å)
C (0.06, 2.24, -1.18)
C (0.07, 1.02, -0.95)
H (-0.03, 3.25, -1.41)
H (0.02, 0.01, -0.42)
O (-0.32, -1.92, 0.40)
O (0.30, -1.21, 1.50)
H (-1.27, -1.78, 0.61)
H (1.17, -1.60, 1.46)

Stability check: which of them is most stable? <x>.

<w>
A 3-piece molecular cluster, C4H13NO2 overall. Source: OMol25; level of theory: ωB97M-V/def2-TZVPD.

As for the multiplicity: 2. The calculation puts the gap between HOMO and LUMO (alpha / beta) at 8.5 / 6.0 eV. Its total charge is +1. The HOMO energy (alpha / beta) is -14.50 / -14.50 eV. As for the LUMO energy (alpha / beta): -6.0 / -8.5 eV.

Element x y z (Å)
C (-1.90, 0.75, -1.98)
C (-0.72, 1.09, -1.05)
C (0.06, -0.19, -0.79)
C (2.04, 0.69, 0.32)
N (1.09, -0.10, 0.26)
H (-2.69, 1.45, -1.78)
H (-2.25, -0.28, -1.88)
H (-1.63, 0.91, -3.02)
H (-0.13, 1.87, -1.52)
H (-1.18, 1.44, -0.12)
H (-0.57, -1.04, -0.55)
H (0.54, -0.54, -1.70)
H (3.06, 0.35, 0.54)
H (1.88, 1.76, 0.14)
H (1.76, -2.87, -0.32)
H (2.06, -4.19, -1.07)
O (1.43, -3.76, -0.48)
H (-1.32, 1.66, 2.36)
H (-2.00, 1.12, 3.62)
O (-1.75, 1.94, 3.18)

<x>
A 2-piece molecular cluster, C4H13NO2 overall. Source: OMol25; level of theory: ωB97M-V/def2-TZVPD.

As for the multiplicity: 2. The calculation puts the gap between HOMO and LUMO (alpha / beta) at 12.2 / 5.6 eV. Its total charge is +1. The HOMO energy (alpha / beta) is -15.19 / -14.76 eV. As for the LUMO energy (alpha / beta): -3.0 / -9.1 eV.

Element x y z (Å)
C (2.08, 1.61, 0.33)
N (0.74, 1.05, 0.53)
C (0.83, -0.40, 0.26)
C (-0.64, -1.01, 0.35)
C (-0.47, -2.50, 0.52)
O (-1.21, -0.88, -0.94)
H (1.96, 2.72, 0.27)
H (2.47, 1.44, -0.67)
H (2.87, 1.47, 1.08)
H (0.49, 1.08, 1.52)
H (1.15, -0.66, -0.74)
H (1.52, -0.81, 1.00)
H (-1.15, -0.41, 1.09)
H (-1.39, -3.08, 0.52)
H (0.22, -2.90, -0.23)
H (0.06, -2.82, 1.42)
H (-1.21, 0.10, -1.13)
H (-1.97, 2.14, -0.47)
H (-0.43, 1.74, -0.52)
O (-1.30, 1.68, -0.98)

Stability check: which of them is most stable? <x>.

<w>
An isolated ion of composition C2H6N5 and charge +1. Source: OMol25; level of theory: ωB97M-V/def2-TZVPD.

The calculation puts the gap between HOMO and LUMO at 9.8 eV. Its total charge is +1. The HOMO energy is -13.95 eV. As for the LUMO energy: -4.1 eV.

Element x y z (Å)
C (-0.02, -0.40, 0.55)
C (0.88, -0.93, -1.59)
N (-0.96, 2.08, 2.09)
N (-1.62, 0.66, 1.90)
N (-0.01, 2.40, 1.58)
N (-1.00, -0.21, 1.25)
N (0.90, -1.01, -0.14)
H (1.12, 0.11, -1.89)
H (-0.05, -1.42, -2.01)
H (1.63, -1.46, -1.96)
H (-1.63, 2.63, 2.74)
H (-2.45, 0.34, 2.42)
H (1.55, -1.78, 0.24)

<x>
An isolated ion of composition C2H6N5 and charge +1. Source: OMol25; level of theory: ωB97M-V/def2-TZVPD.

The SMILES is CC1([NH3+])N=NN=N1. The calculation puts the gap between HOMO and LUMO at 9.4 eV. Its total charge is +1. The HOMO energy is -15.22 eV. As for the LUMO energy: -5.8 eV.

Element x y z (Å)
C (-1.00, -0.01, -0.76)
C (0.48, 0.22, -0.76)
N (1.14, 0.13, 0.74)
N (0.89, 1.48, -1.37)
N (1.58, 1.26, -2.33)
N (1.81, -0.19, -2.45)
N (1.23, -0.76, -1.56)
H (-1.51, 0.77, -0.22)
H (-1.23, -1.00, -0.35)
H (-1.35, 0.01, -1.79)
H (0.69, 0.85, 1.32)
H (2.15, 0.30, 0.70)
H (0.95, -0.81, 1.12)

Stability check: which of them is most stable? <x>.

<w>
One molecule with the formula C6H5NO2. Source: OMol25; level of theory: ωB97M-V/def2-TZVPD.

The SMILES is O=c1ccnccc1O. The calculation puts the gap between HOMO and LUMO at 8.5 eV. The HOMO energy is -9.09 eV. As for the LUMO energy: -0.6 eV.

Element x y z (Å)
O (2.42, 0.60, 0.29)
C (1.27, 0.20, 0.35)
C (0.91, -1.13, 0.65)
C (-0.26, -1.82, 0.42)
N (-1.33, -1.53, -0.32)
C (-1.62, -0.32, -0.80)
C (-1.08, 0.91, -0.47)
C (0.20, 1.15, 0.01)
O (0.63, 2.42, 0.03)
H (1.83, -1.77, 0.95)
H (-0.36, -2.73, 0.87)
H (-2.54, -0.41, -1.50)
H (-1.61, 1.85, -0.94)
H (1.54, 2.58, 0.43)

<x>
One molecule with the formula C6H5NO2. Source: OMol25; level of theory: ωB97M-V/def2-TZVPD.

The SMILES is O=Nc1ccc(O)cc1. The calculation puts the gap between HOMO and LUMO at 8.8 eV. The HOMO energy is -9.28 eV. As for the LUMO energy: -0.5 eV.

Element x y z (Å)
O (-0.25, -0.86, -2.98)
N (-0.33, 0.28, -2.51)
C (-0.11, 0.21, -1.06)
C (1.08, -0.21, -0.53)
C (1.21, -0.29, 0.88)
C (0.23, 0.08, 1.67)
O (0.36, 0.01, 3.08)
C (-1.01, 0.44, 1.17)
C (-1.20, 0.51, -0.15)
H (2.08, -0.51, -1.20)
H (2.20, -0.82, 1.24)
H (-0.31, 0.26, 3.57)
H (-1.76, 0.76, 1.96)
H (-1.98, 0.77, -0.70)

Stability check: which of them is most stable? <w>.

<w>
C4H5O5S as an isolated structure. Source: OMol25; level of theory: ωB97M-V/def2-TZVPD.

The calculation puts the gap between HOMO and LUMO at 9.0 eV. Its total charge is -1. The HOMO energy is -5.47 eV. As for the LUMO energy: 3.6 eV.

Element x y z (Å)
C (0.45, -1.64, 0.30)
C (0.45, -0.23, 0.73)
C (-0.57, -0.01, -0.42)
C (-2.01, 0.29, -0.32)
O (1.90, 0.51, -1.36)
O (1.01, -2.61, 0.67)
O (1.23, 2.16, 0.33)
O (3.01, 0.53, 0.78)
O (-0.41, -1.47, -0.72)
S (1.80, 0.84, 0.05)
H (0.18, 0.03, 1.85)
H (0.06, 0.45, -1.13)
H (-2.30, 0.33, 0.69)
H (-2.52, -0.50, -0.78)
H (-2.28, 1.31, -0.69)

<x>
A 2-piece molecular cluster, C4H5O5S overall. Source: OMol25; level of theory: ωB97M-V/def2-TZVPD.

The calculation puts the gap between HOMO and LUMO at 7.7 eV. Its total charge is -1. The HOMO energy is -4.37 eV. As for the LUMO energy: 3.3 eV.

Element x y z (Å)
C (1.99, -0.07, 0.45)
C (0.60, -0.04, 0.44)
C (-0.86, 1.56, -1.01)
C (-0.31, 2.71, -0.75)
O (0.19, -2.24, 1.99)
O (2.67, 0.90, 0.08)
O (-0.16, -2.75, -0.36)
O (-1.70, -1.09, 0.74)
O (-1.81, 0.87, -1.41)
S (-0.10, -1.46, 0.79)
H (2.55, -1.08, 0.68)
H (-1.02, -3.10, -0.30)
H (-0.82, 3.61, -1.02)
H (0.66, 2.81, -0.30)
H (-1.88, -0.64, -0.04)

Stability check: which of them is most stable? <w>.

<w>
A 13-piece molecular cluster, H28NO12 overall. Source: OMol25; level of theory: ωB97M-V/def2-TZVPD.

The calculation puts the gap between HOMO and LUMO at 8.9 eV. Its total charge is +1. The HOMO energy is -12.30 eV. As for the LUMO energy: -3.4 eV.

Element x y z (Å)
N (-0.25, 0.13, -0.19)
H (-0.51, -0.86, 0.19)
H (0.81, 0.03, -0.19)
H (-0.26, 0.84, 0.50)
H (-0.62, 0.27, -1.13)
O (1.90, 1.12, 1.92)
H (2.49, 0.64, 1.32)
H (2.22, 1.76, 2.44)
O (-0.51, 1.58, -3.28)
H (-0.96, 2.41, -3.41)
H (-0.23, 1.23, -4.15)
O (1.64, 2.52, -1.55)
H (0.85, 2.22, -2.05)
H (1.43, 3.22, -1.01)
O (2.78, -0.03, -3.24)
H (2.84, 0.46, -2.36)
H (3.32, -0.86, -3.05)
O (-2.11, 2.21, 2.38)
H (-1.99, 1.75, 3.13)
H (-2.93, 2.32, 2.83)
O (-0.84, -3.22, 2.05)
H (-0.05, -2.74, 2.36)
H (-0.60, -4.04, 1.80)
O (0.39, -2.94, -0.94)
H (-0.22, -3.62, -1.06)
H (1.35, -3.25, -1.19)
O (0.63, -1.08, 3.11)
H (0.98, -0.28, 2.55)
H (1.50, -1.60, 3.09)
O (3.39, -0.02, -0.34)
H (4.36, 0.35, -0.28)
H (3.38, -0.98, -0.46)
O (-1.61, 3.68, -0.14)
H (-1.77, 3.33, 0.70)
H (-1.88, 4.56, -0.14)
O (-3.14, -1.25, -1.01)
H (-2.72, -1.44, -1.90)
H (-3.91, -0.58, -1.29)
O (-3.42, -2.72, 1.59)
H (-3.15, -2.10, 0.67)
H (-2.58, -2.99, 1.74)

<x>
A 13-piece molecular cluster, H28NO12 overall. Source: OMol25; level of theory: ωB97M-V/def2-TZVPD.

The calculation puts the gap between HOMO and LUMO at 11.0 eV. Its total charge is +1. The HOMO energy is -13.96 eV. As for the LUMO energy: -3.0 eV.

Element x y z (Å)
N (5.09, -27.42, -5.45)
H (5.87, -26.93, -4.88)
H (5.53, -27.25, -6.46)
H (4.28, -26.86, -5.43)
H (5.14, -28.27, -5.08)
O (1.88, -27.98, -4.21)
H (1.56, -27.86, -3.21)
H (1.04, -27.58, -4.61)
O (8.57, -24.65, -4.12)
H (8.18, -25.13, -4.83)
H (8.29, -23.68, -4.08)
O (2.77, -25.74, -3.18)
H (2.54, -26.52, -3.62)
H (3.41, -25.99, -2.57)
O (5.29, -24.47, -4.44)
H (4.39, -24.29, -3.97)
H (5.79, -24.33, -3.61)
O (7.43, -25.43, -6.64)
H (7.40, -25.78, -7.42)
H (7.98, -24.68, -7.01)
O (3.74, -24.51, -6.91)
H (4.41, -24.41, -6.42)
H (2.98, -23.99, -6.46)
O (4.81, -30.49, -3.69)
H (5.24, -31.33, -3.84)
H (3.87, -30.65, -3.86)
O (7.43, -28.29, -3.02)
H (6.79, -27.87, -2.60)
H (8.29, -27.76, -2.88)
O (2.80, -27.81, -7.64)
H (2.04, -28.43, -7.66)
H (2.84, -27.27, -8.48)
O (7.67, -28.68, -5.75)
H (7.80, -28.68, -4.87)
H (8.59, -28.40, -6.22)
O (7.11, -26.99, -8.85)
H (7.90, -27.29, -8.88)
H (6.61, -27.75, -8.60)
O (5.54, -29.09, -8.36)
H (5.59, -29.91, -7.99)
H (4.66, -28.75, -8.19)

Stability check: which of them is most stable? <w>.

<w>
C4H9N as an isolated structure. Source: OMol25; level of theory: ωB97M-V/def2-TZVPD.

The calculation puts the gap between HOMO and LUMO at 6.3 eV. The HOMO energy is -7.28 eV. As for the LUMO energy: -1.0 eV.

Element x y z (Å)
C (-1.03, 1.12, -0.06)
C (0.51, 1.07, 0.05)
C (0.99, -0.32, -0.19)
C (0.53, -1.17, 1.60)
N (0.39, -1.37, 0.27)
H (-1.50, 2.05, 0.25)
H (-1.28, 0.69, -1.04)
H (-1.40, 0.36, 0.70)
H (0.84, 1.44, 1.13)
H (1.17, 1.74, -0.56)
H (2.08, -0.33, -0.29)
H (-1.10, -1.68, -1.90)
H (0.17, -1.99, 2.24)
H (-0.41, -1.61, -2.19)

<x>
One molecule with the formula C4H9N. Source: OMol25; level of theory: ωB97M-V/def2-TZVPD.

The SMILES is C=C(C)NC. The calculation puts the gap between HOMO and LUMO at 9.1 eV. The HOMO energy is -7.99 eV. As for the LUMO energy: 1.1 eV.

Element x y z (Å)
C (-0.46, 1.44, -0.46)
C (-0.65, 0.21, -0.09)
C (-1.81, -0.68, 0.18)
N (0.73, -0.53, -0.38)
C (1.99, -0.12, 0.18)
H (0.35, 2.13, -0.46)
H (-1.56, 1.79, -0.30)
H (-2.72, -0.09, 0.27)
H (-1.64, -1.22, 1.11)
H (-1.93, -1.40, -0.63)
H (0.65, -1.54, -0.42)
H (2.20, 0.92, -0.08)
H (2.03, -0.18, 1.28)
H (2.83, -0.71, -0.20)

Stability check: which of them is most stable? <x>.

<w>
One molecule with the formula C4H9N. Source: OMol25; level of theory: ωB97M-V/def2-TZVPD.

The SMILES is C[C@H]1CN1C. The calculation puts the gap between HOMO and LUMO at 8.9 eV. The HOMO energy is -7.80 eV. As for the LUMO energy: 1.1 eV.

Element x y z (Å)
C (-1.93, 0.24, -0.45)
C (-0.35, 0.47, 0.55)
C (-0.08, -0.97, 0.88)
N (0.78, -0.15, 0.09)
C (2.09, 0.09, -0.43)
H (-2.84, 0.18, 0.18)
H (-1.88, 1.21, -0.91)
H (-2.14, -0.47, -1.30)
H (-0.34, 1.44, 1.06)
H (-1.06, -1.14, 0.26)
H (0.36, -1.36, 1.81)
H (2.77, 0.52, 0.32)
H (2.53, -0.85, -0.79)
H (2.03, 0.78, -1.28)

<x>
One molecule with the formula C4H9N. Source: OMol25; level of theory: ωB97M-V/def2-TZVPD.

The calculation puts the gap between HOMO and LUMO at 7.6 eV. The HOMO energy is -7.22 eV. As for the LUMO energy: 0.4 eV.

Element x y z (Å)
C (-1.49, 0.62, 0.48)
C (-0.14, 0.95, -0.09)
N (0.19, 0.72, -1.39)
C (0.69, -0.62, -0.28)
C (0.67, -1.27, 1.12)
H (-1.56, 0.80, 1.50)
H (-2.12, 0.30, -0.36)
H (0.58, 1.61, 0.27)
H (-0.63, 0.22, -1.75)
H (0.25, -1.41, -0.96)
H (1.84, -0.57, -0.68)
H (-0.34, -1.09, 1.41)
H (1.09, -2.32, 1.15)
H (1.22, -0.66, 1.79)

<y>
A 2-piece molecular cluster, C4H9N overall. Source: OMol25; level of theory: ωB97M-V/def2-TZVPD.

The SMILES is C=CC.C=N. The calculation puts the gap between HOMO and LUMO at 9.7 eV. The HOMO energy is -8.83 eV. As for the LUMO energy: 0.9 eV.

Element x y z (Å)
C (-1.39, -1.13, -2.62)
C (-0.19, -1.65, -2.34)
C (0.48, -1.90, -1.05)
H (-1.93, -1.61, -3.34)
H (-1.62, -0.13, -2.31)
H (0.24, -2.42, -3.13)
H (1.23, -2.84, -0.97)
H (1.00, -0.95, -0.74)
H (-0.30, -2.13, -0.23)
C (0.81, 2.71, 3.22)
N (-0.43, 3.23, 3.27)
H (0.64, 1.79, 2.57)
H (1.77, 2.93, 3.78)
H (-0.31, 4.10, 3.89)

<z>
One molecule with the formula C4H9N. Source: OMol25; level of theory: ωB97M-V/def2-TZVPD.

The SMILES is C=CCCN. The calculation puts the gap between HOMO and LUMO at 10.5 eV. The HOMO energy is -9.28 eV. As for the LUMO energy: 1.2 eV.

Element x y z (Å)
C (-1.06, -0.48, 2.12)
C (-0.44, 0.35, 1.29)
C (0.53, -0.14, 0.27)
C (0.61, 0.59, -1.11)
N (-0.10, -0.24, -2.10)
H (-0.98, -1.55, 2.00)
H (-1.74, -0.25, 2.93)
H (-0.53, 1.42, 1.49)
H (1.49, -0.11, 0.80)
H (0.25, -1.16, 0.00)
H (1.68, 0.66, -1.33)
H (0.13, 1.56, -1.04)
H (-0.34, 0.34, -2.90)
H (0.50, -0.97, -2.43)

Stability check: which of them is most stable? <z>.